(1)
{
  "formula": "C34H30O7S2",
  "method": "ωB97M-V/def2-TZVPD",
  "symbols": ["S", "S", "O", "O", "O", "O", "O", "O", "O", "C", "C", "C", "C", "C", "C", "C", "C", "C", "C", "C", "C", "C", "C", "C", "C", "C", "C", "C", "C", "C", "C", "C", "C", "C", "C", "C", "C", "C", "C", "C", "C", "C", "C", "H", "H", "H", "H", "H", "H", "H", "H", "H", "H", "H", "H", "H", "H", "H", "H", "H", "H", "H", "H", "H", "H", "H", "H", "H", "H", "H", "H", "H", "H"],
  "coordinates": [[-0.27121, -3.01489, -0.73260], [1.23047, -1.56077, 2.13238], [-4.04931, 2.32850, 1.60587], [0.45313, -0.54256, 2.80452], [2.59198, -1.81748, 2.60520], [-1.70063, -3.12021, -0.42574], [2.15146, -1.84719, -0.42336], [0.58950, -4.12085, -0.30728], [5.26044, 3.85175, 0.22375], [0.79748, -3.96045, -3.07805], [-3.82899, 4.43280, 0.42813], [3.28376, 0.83757, 0.68762], [0.55848, -2.91493, -5.25150], [0.36008, -5.41012, 3.07373], [1.02057, -4.25778, 2.65504], [-1.58714, 0.24432, -0.15976], [0.94681, 0.10619, -0.11437], [1.93726, 2.41581, -0.54175], [-0.39696, 0.64399, 0.43714], [-5.86186, 3.07764, 0.24276], [-1.73129, -4.19489, 3.13418], [-4.58172, 3.30226, 0.75913], [0.30598, -3.07513, 2.46980], [-1.01583, -5.38076, 3.31102], [-2.81675, 0.77095, 0.23374], [2.96522, 3.35305, -0.49932], [4.37041, 1.70526, 0.63335], [4.20687, 2.99462, 0.09682], [-0.45602, 1.56988, 1.48033], [0.00004, -2.96824, -2.53043], [4.99611, 5.25867, 0.05603], [-2.83548, 1.74478, 1.23134], [3.39972, -2.57483, -0.15153], [-0.56767, -1.96899, -3.31961], [-0.26920, -1.93574, -4.68795], [-1.66163, 2.14750, 1.87214], [1.36913, -1.14375, 0.38641], [-4.37379, 5.34896, -0.47445], [1.09026, -3.92833, -4.44415], [-5.63000, 5.11475, -1.04279], [2.09469, 1.14753, 0.03581], [-1.07463, -3.03560, 2.71886], [-6.36603, 3.97670, -0.69556], [-1.53366, -6.28504, 3.63541], [2.09397, -4.26085, 2.46907], [4.64160, 5.46284, -0.95996], [5.96299, 5.72895, 0.22910], [0.44839, 1.87584, 2.00678], [1.73000, -4.70373, -4.86153], [-7.34873, 3.78527, -1.13399], [5.33312, 1.41680, 1.05127], [-1.23911, -1.23793, -2.87156], [3.53124, -2.76484, 0.91390], [-1.57059, -0.47444, -0.97682], [1.18657, -4.75645, -2.44864], [-1.70054, 2.89779, 2.66557], [0.78456, -2.89465, -6.32155], [4.26169, 5.60954, 0.79126], [-3.80598, 6.24929, -0.71935], [0.93884, -6.32511, 3.20865], [4.19568, -1.94918, -0.55726], [-6.04471, 5.83380, -1.75371], [-2.80696, -4.16168, 3.31893], [2.82413, 4.35949, -0.90352], [-1.61715, -2.09859, 2.58825], [0.78308, -0.06164, -1.19869], [-0.69079, -1.14456, -5.31217], [-2.83570, 4.56793, 0.85890], [3.31159, -3.50562, -0.71134], [3.40534, -0.07925, 1.27577], [-3.74407, 0.44162, -0.23734], [-6.39849, 2.17869, 0.54536], [0.99998, 2.69569, -1.02574]],
  "forces_ev_per_angstrom": [[-0.379, 0.482, 1.358], [-0.188, -0.932, 3.026], [-0.003, 0.005, 0.060], [0.690, -0.270, -0.788], [-0.839, 0.323, -0.863], [0.329, 0.054, -0.586], [1.268, 0.736, 0.582], [0.065, -0.035, -0.138], [-0.328, 0.284, -0.125], [0.356, -0.006, -0.454], [-0.434, -0.185, -0.160], [0.414, -0.050, -0.192], [0.036, -0.040, 0.239], [0.057, 0.152, -0.035], [0.084, 0.089, -0.144], [-0.072, 0.039, -0.204], [-1.321, 3.233, -0.696], [0.280, -0.135, -0.035], [0.020, 0.130, -0.065], [0.549, 0.153, -0.119], [0.180, 0.145, -0.062], [0.355, -0.360, -0.182], [-0.072, -0.271, -0.115], [0.102, 0.131, -0.081], [0.121, 0.233, 0.244], [0.791, -0.175, 0.518], [-0.234, 0.670, 0.030], [-0.739, -0.122, -0.096], [-0.022, 0.490, 0.078], [-0.298, 0.187, 0.050], [0.186, -0.740, -0.038], [-0.190, 0.282, -0.170], [-0.512, 0.088, 0.154], [0.279, -0.106, -0.226], [-0.058, -0.111, 0.169], [-0.052, -0.354, -0.254], [-0.119, -4.640, -1.024], [-0.068, -0.158, 0.152], [-0.317, 0.227, 0.082], [-0.033, 0.069, -0.029], [-0.471, 0.051, -0.233], [0.271, 0.263, -0.233], [-0.001, 0.145, 0.272], [0.159, 0.266, -0.096], [-0.291, -0.077, 0.084], [0.133, 0.108, 0.151], [-0.184, 0.104, -0.073], [-0.190, -0.116, -0.281], [-0.173, 0.183, -0.019], [0.340, 0.167, 0.098], [-0.248, 0.199, 0.081], [0.176, -0.106, -0.185], [-0.017, 0.071, -0.268], [-0.007, 0.074, 0.283], [-0.052, 0.247, -0.030], [-0.014, -0.299, -0.267], [-0.077, 0.034, 0.405], [0.093, -0.090, -0.127], [-0.234, -0.280, -0.025], [-0.258, 0.234, -0.014], [-0.033, -0.071, 0.104], [0.153, -0.269, 0.217], [0.373, -0.020, -0.063], [-0.040, -0.490, 0.129], [0.128, -0.276, 0.021], [0.271, 0.167, 0.385], [0.119, -0.291, 0.182], [-0.312, -0.024, -0.139], [-0.058, 0.131, 0.078], [-0.019, 0.222, -0.462], [0.265, 0.170, 0.136], [0.122, 0.252, -0.117], [0.190, -0.191, 0.143]],
  "charge": 0,
  "e_above_lowest_kcal_mol": 0.0,
  "homo_lumo_gap_ha": 0.230
}


(2)
{
  "formula": "C34H31AsBF2O2PSn",
  "method": "ωB97M-V/def2-TZVPD",
  "symbols": ["Sn", "As", "P", "F", "F", "O", "O", "C", "C", "C", "C", "C", "C", "C", "C", "C", "C", "C", "C", "C", "C", "C", "C", "C", "C", "C", "C", "C", "C", "C", "C", "C", "C", "C", "C", "C", "C", "C", "C", "C", "C", "B", "H", "H", "H", "H", "H", "H", "H", "H", "H", "H", "H", "H", "H", "H", "H", "H", "H", "H", "H", "H", "H", "H", "H", "H", "H", "H", "H", "H", "H", "H", "H"],
  "coordinates": [[-1.49481, -0.74387, -0.58652], [6.45320, 1.55311, 3.70611], [2.73921, 0.36103, 1.44393], [0.78258, 0.93660, -0.49655], [1.26729, 2.75160, 0.78270], [-1.63127, -2.27934, 0.87613], [-1.64175, 0.45948, 1.00967], [5.21618, 0.38519, 2.66058], [7.78020, 0.59417, 6.05533], [0.55501, 0.41571, 4.83406], [-2.32984, -1.04647, 2.78888], [-2.21647, 0.24063, 2.20274], [0.79481, -0.83574, 5.38394], [3.57957, 3.95267, 5.63344], [-2.91519, -1.15225, 4.07353], [4.48624, -1.97658, -1.36051], [-3.39798, -0.05204, 4.73007], [3.58931, -3.02670, -1.48627], [-1.90843, -2.24300, 2.11760], [7.85560, -2.09018, 5.36727], [7.25907, -1.17129, 4.51247], [-3.28589, 1.20726, 4.12876], [5.03472, 2.16553, 4.90982], [4.22068, 1.27852, 1.92451], [3.09596, -1.00290, 0.34219], [2.99929, 3.10651, 6.56509], [3.43290, 1.78972, 6.67213], [4.59988, 3.48371, 4.81259], [8.36900, -0.32373, 6.90961], [4.24367, -0.96132, -0.44752], [1.59389, -1.75665, 4.71843], [8.40672, -1.66863, 6.56642], [4.44069, 1.31946, 5.84534], [1.90522, -0.17935, 2.93648], [7.21204, 0.17547, 4.85370], [2.15580, -1.43378, 3.49320], [2.19018, -2.05850, 0.20973], [2.44018, -3.06731, -0.70496], [1.10918, 0.74929, 3.60988], [-2.69273, 1.35472, 2.89447], [-1.80501, -3.54645, 2.83407], [1.46526, 1.50170, 0.49449], [-3.01497, -2.12604, 4.53028], [0.93607, 1.73831, 3.19901], [7.89460, -3.13547, 5.09080], [2.22820, 3.47905, 7.22665], [2.79720, -2.14504, 2.98834], [-3.67309, 2.08030, 4.63770], [4.71295, -0.27063, 3.37456], [1.74847, -3.89297, -0.80251], [-3.86995, -0.15542, 5.69626], [-1.24053, -4.24952, 2.22760], [3.26021, 4.98382, 5.56194], [3.83954, 2.06654, 2.58641], [0.37106, -1.08969, 6.34635], [5.07098, 4.15665, 4.10479], [4.94932, -0.14505, -0.35984], [-1.35097, -3.43501, 3.81619], [-2.60202, 2.32454, 2.42428], [3.78858, -3.82192, -2.19128], [6.84668, -1.52305, 3.57443], [4.79695, 0.30067, 5.95850], [4.65962, 1.77159, 1.05387], [1.30374, -2.10249, 0.83559], [-0.04716, 1.13866, 5.36599], [-2.81050, -3.95383, 2.97282], [8.87258, -2.38412, 7.22992], [7.75962, 1.64272, 6.33170], [5.37746, -1.94576, -1.97124], [1.79735, -2.72163, 5.16227], [3.00102, 1.13653, 7.42007], [5.78430, -0.22941, 1.96368], [8.80555, 0.01071, 7.84082]],
  "forces_ev_per_angstrom": [[-0.051, -0.026, 0.212], [0.019, -0.015, 0.025], [0.122, -0.067, 0.084], [0.034, 0.057, -0.001], [0.029, 0.068, 0.060], [0.051, 0.062, -0.054], [-0.049, -0.066, -0.098], [0.008, 0.005, 0.049], [0.001, 0.017, -0.016], [-0.018, 0.009, 0.008], [0.032, 0.004, -0.075], [0.034, -0.038, -0.043], [-0.006, 0.002, -0.002], [-0.008, 0.014, -0.011], [0.018, 0.020, 0.015], [-0.006, -0.009, -0.005], [0.015, -0.032, 0.007], [0.015, 0.000, -0.003], [-0.014, 0.072, 0.033], [-0.004, -0.011, 0.001], [-0.001, 0.018, -0.030], [0.029, 0.003, 0.000], [0.027, -0.041, 0.011], [-0.035, -0.016, -0.058], [0.035, 0.008, 0.034], [-0.008, -0.005, 0.006], [-0.039, 0.000, 0.002], [-0.018, -0.003, -0.042], [0.006, -0.001, 0.003], [-0.032, 0.022, 0.010], [0.001, -0.021, -0.019], [-0.001, -0.008, 0.002], [0.021, -0.027, 0.012], [-0.036, 0.053, -0.054], [-0.006, 0.028, -0.010], [0.006, 0.000, -0.014], [-0.064, 0.047, 0.001], [-0.012, 0.005, 0.015], [-0.026, -0.012, -0.019], [0.047, 0.010, -0.013], [-0.020, -0.041, -0.023], [-0.062, -0.077, -0.061], [-0.007, -0.013, 0.014], [-0.005, 0.014, 0.021], [0.001, -0.011, -0.004], [-0.010, 0.003, 0.009], [-0.001, -0.008, -0.016], [-0.003, 0.008, 0.005], [0.001, -0.004, -0.002], [-0.005, -0.018, 0.004], [-0.006, -0.001, 0.008], [-0.001, 0.009, 0.001], [-0.001, 0.015, -0.001], [-0.019, 0.017, -0.022], [-0.007, -0.002, 0.018], [0.017, 0.022, 0.010], [0.011, -0.002, 0.010], [0.009, 0.002, 0.001], [-0.002, 0.004, -0.001], [-0.006, -0.004, -0.018], [-0.009, -0.004, -0.006], [-0.011, 0.011, -0.013], [-0.017, -0.010, -0.008], [0.032, -0.022, 0.019], [-0.027, 0.018, 0.003], [-0.002, -0.006, 0.012], [0.007, -0.008, 0.009], [0.004, -0.003, 0.007], [0.016, -0.008, -0.005], [0.004, -0.016, 0.008], [-0.008, -0.008, 0.003], [0.006, 0.008, -0.014], [0.005, 0.008, 0.012]],
  "charge": 2,
  "e_above_lowest_kcal_mol": 1.2,
  "homo_lumo_gap_ha": 0.210
}